[1]
{"formula": "C17H44BaF3NO15S4", "method": "the ωB97M-V functional and the def2-TZVPD basis", "charge": 2, "gap_ev": 7.753, "largest_force_ha_per_bohr": 0.079, "homo_energy_ev": -14.3, "species": ["Ba", "N", "H", "H", "H", "H", "C", "O", "H", "H", "H", "O", "S", "O", "O", "C", "C", "C", "H", "H", "H", "H", "H", "H", "H", "H", "O", "S", "O", "O", "C", "C", "C", "H", "H", "H", "H", "H", "H", "H", "H", "O", "S", "O", "O", "C", "C", "C", "H", "H", "H", "H", "H", "H", "H", "H", "O", "S", "O", "O", "C", "C", "C", "H", "H", "H", "H", "H", "H", "H", "H", "C", "C", "O", "C", "O", "C", "F", "F", "F", "H", "H", "H", "H", "H"], "xyz": [[-9.444526, -10.002695, -18.883407], [-9.480144, -6.057913, -16.889164], [-10.474389, -6.267209, -16.840159], [-8.988664, -6.002278, -16.001768], [-9.425202, -5.161727, -17.415200], [-9.027333, -6.735128, -17.554514], [-6.949474, -7.295509, -19.141203], [-7.848718, -7.893229, -18.252612], [-6.849375, -7.911675, -20.054064], [-7.208102, -6.285787, -19.473109], [-5.910903, -7.333385, -18.781494], [-5.670913, -12.985672, -17.734902], [-6.011345, -11.606098, -17.583997], [-7.340644, -11.137893, -17.987481], [-5.684842, -11.084097, -16.078911], [-5.480913, -11.991729, -15.004251], [-6.776548, -12.514157, -14.391891], [-4.863082, -10.577276, -18.444447], [-4.982064, -11.326130, -14.298167], [-4.908301, -12.870344, -15.305671], [-7.632975, -11.838615, -14.294456], [-6.605245, -12.921258, -13.395207], [-7.256651, -13.312668, -14.969463], [-4.649152, -9.587171, -18.052667], [-5.334045, -10.397825, -19.411319], [-3.962737, -11.187239, -18.490104], [-3.734674, -4.327411, -19.274987], [-4.558610, -3.164573, -19.097275], [-4.125166, -1.978653, -18.428330], [-5.018946, -2.727569, -20.614498], [-5.250409, -3.771726, -21.556574], [-4.022068, -3.964107, -22.437721], [-6.121465, -3.802274, -18.417112], [-6.195521, -3.565258, -22.061475], [-5.464927, -4.738565, -21.080435], [-3.815408, -3.059171, -23.001666], [-4.201087, -4.767792, -23.157563], [-3.253988, -4.345403, -21.769068], [-5.959092, -4.875631, -18.379593], [-6.899352, -3.697538, -19.175772], [-6.470290, -3.353125, -17.493548], [-8.496828, -3.473483, -20.890895], [-9.667896, -3.891206, -20.168130], [-9.695403, -4.032844, -18.719424], [-10.933746, -2.951728, -20.471967], [-10.792580, -1.625000, -21.004952], [-11.904677, -1.460702, -22.041185], [-10.412741, -5.385365, -20.925695], [-9.902307, -1.463355, -21.620226], [-10.776908, -0.873450, -20.220062], [-12.865758, -1.589798, -21.540598], [-11.816792, -2.206225, -22.830320], [-11.864191, -0.480430, -22.513325], [-10.691356, -5.034952, -21.912355], [-11.223570, -5.716767, -20.284383], [-9.628041, -6.141988, -20.917921], [-9.133011, -9.053891, -21.379208], [-9.815618, -8.834714, -22.662058], [-10.869932, -7.868020, -22.863438], [-8.588493, -8.348028, -23.604882], [-8.925138, -7.965541, -24.981614], [-9.088652, -6.459373, -25.034531], [-10.069563, -10.524203, -23.364416], [-9.858901, -8.474295, -25.236743], [-8.105931, -8.360077, -25.574741], [-9.835785, -6.028582, -24.376160], [-9.320258, -6.076986, -26.029280], [-8.085630, -6.103458, -24.784573], [-10.840713, -10.924368, -22.711704], [-9.085252, -10.962503, -23.210297], [-10.259825, -10.508040, -24.432050], [-1.839498, -6.757578, -18.064006], [-2.593492, -7.435372, -19.174337], [-1.661862, -8.074164, -20.054386], [-1.949256, -9.157379, -20.723119], [-2.932008, -9.825807, -20.564249], [-0.808573, -9.634649, -21.656787], [-0.100630, -10.561364, -20.992866], [-1.326680, -10.250764, -22.725362], [-0.034996, -8.635254, -22.045728], [-2.477107, -6.209851, -17.368191], [-1.214955, -6.009973, -18.555397], [-1.239966, -7.383272, -17.402836], [-3.188279, -6.656064, -19.649774], [-3.236768, -8.257389, -18.850067]], "forces_ev_per_angstrom": [[1.7257, 1.0818, 0.2652], [-0.2831, 0.5901, -1.1085], [0.0610, 0.0644, 0.6608], [-0.2003, -0.1881, 0.0782], [0.0314, 0.1784, 0.1774], [1.0917, -0.7820, 0.1699], [0.4708, -1.2927, -0.7135], [-2.0499, -0.3597, 0.1074], [-0.2405, 0.2566, -0.2175], [-0.0346, 0.1324, 0.1620], [-0.1234, 0.5013, 0.4204], [-0.6867, 0.5132, 0.1167], [1.8210, 1.2486, 1.3799], [-0.5172, -0.4884, 0.3538], [-1.0858, -0.1272, -2.5296], [-0.9546, -0.5245, 1.3100], [-1.0708, -0.4377, -0.1292], [-0.2171, -0.3378, -0.6087], [0.3181, -0.5385, 0.0476], [0.4221, 0.4277, -0.0482], [0.6284, 0.7260, 0.0990], [0.2182, 0.0027, -0.0553], [0.6115, -0.2153, -0.1551], [-0.3447, -0.2497, 0.6891], [0.4537, -0.3536, -0.2416], [0.0603, 0.2389, -0.3514], [0.3064, 0.1601, 0.4475], [-1.0306, 0.2781, -1.2172], [-0.2773, -0.7905, -0.4824], [0.1958, 0.2698, 1.8302], [-0.1585, -1.1387, -0.4858], [-0.9746, -0.4754, 0.0705], [-0.0238, -0.2387, -0.9207], [0.3013, 0.5505, -0.2522], [0.1904, 0.1918, 0.4155], [0.4958, 0.0362, 0.2478], [-0.1703, 0.0685, -0.0418], [0.4981, 0.5618, -0.2485], [0.1286, 0.0208, 0.6179], [0.1898, 0.4528, 0.0102], [0.4538, 0.1156, 0.0967], [-0.6524, -0.3520, 0.8107], [-2.2949, 0.1593, -0.6433], [0.8529, -0.2262, -0.5030], [1.3160, -0.5759, 0.2798], [0.0060, 1.0453, -1.9719], [-0.4375, -0.0090, 0.8477], [1.3801, 0.8669, 0.9405], [0.5121, -0.6442, 0.6567], [-0.3016, -0.2220, 0.2136], [-0.1236, 0.1133, -0.2609], [0.1049, -0.0756, 0.0685], [0.0184, 0.0603, 0.1594], [-0.1848, -0.4378, -0.0968], [-0.2828, 0.2772, -0.2283], [0.0258, 0.0176, -0.3192], [-1.3270, 0.1481, 0.0102], [2.3121, 0.6796, -3.2673], [0.3216, -1.5140, 1.2055], [-0.7753, -0.7530, 1.3830], [-1.2933, 0.2239, 0.3202], [1.1164, 0.0710, -0.4395], [0.2994, 1.4432, 1.1067], [0.1466, -0.0305, -0.2534], [-0.0191, 0.1734, -0.0845], [-0.0053, -0.3855, 0.2867], [0.0817, -0.3513, -0.1391], [-0.2483, 0.5577, 0.1197], [-0.1468, -0.5203, -0.4766], [-0.1256, -0.1915, 0.1974], [-0.5296, 0.1737, 0.1122], [0.4775, 0.4604, 0.2994], [-0.7420, -0.9206, 1.0633], [1.2826, 1.1883, -0.8822], [-0.3516, -0.2917, 0.6632], [-0.5353, -0.2735, -0.3132], [-0.3606, -0.3891, 0.0767], [0.2045, 0.3969, 0.0115], [0.0193, 0.3912, 0.0569], [0.1655, -0.1680, -0.0286], [-0.4064, 0.0189, -0.4048], [0.2366, -0.0028, 0.3182], [0.1441, -0.3458, -0.4796], [0.1019, -0.2940, -0.6301], [-0.2120, 0.3777, 0.2480]], "lowdin_charge": [1.974, 0.277, 0.139, 0.151, 0.076, 0.058, -0.294, -0.583, 0.063, 0.050, 0.068, -0.222, 0.657, -0.603, -0.245, -0.239, -0.070, -0.110, 0.136, 0.126, 0.076, 0.088, 0.079, 0.068, 0.074, 0.088, -0.303, 0.655, -0.240, -0.244, -0.303, -0.049, -0.099, 0.105, 0.103, 0.088, 0.080, 0.071, 0.030, 0.022, 0.075, -0.255, 0.662, -0.322, -0.256, -0.241, -0.057, -0.082, 0.117, 0.130, 0.083, 0.080, 0.090, 0.072, 0.074, 0.049, -0.542, 0.650, -0.256, -0.268, -0.220, -0.051, -0.057, 0.107, 0.136, 0.065, 0.095, 0.089, 0.070, 0.080, 0.079, -0.054, -0.193, 0.060, -0.384, 0.134, -0.546, 0.173, 0.168, 0.194, 0.080, 0.093, 0.086, 0.107, 0.090]}

[2]
{"formula": "C10H23N2", "method": "the ωB97M-V functional and the def2-TZVPD basis", "charge": 1, "gap_ev": 9.780, "largest_force_ha_per_bohr": 0.025, "homo_energy_ev": -12.7, "de_lowest_kcal_mol": 0.0, "species": ["C", "C", "C", "C", "C", "C", "C", "C", "C", "C", "N", "N", "H", "H", "H", "H", "H", "H", "H", "H", "H", "H", "H", "H", "H", "H", "H", "H", "H", "H", "H", "H", "H", "H", "H"], "xyz": [[1.193552, -1.186780, -1.775196], [-2.243592, -2.294309, 0.230588], [-0.944560, -1.828444, 2.331048], [1.734145, -0.454849, 0.816853], [-0.588989, 1.795064, -1.392632], [0.381953, 2.342779, 0.847959], [1.879220, 1.867502, -1.102494], [-0.908652, -1.830400, 0.804154], [0.553705, 0.043726, 0.040464], [0.561547, 1.489148, -0.424146], [0.347922, -1.717158, -2.572109], [-0.627801, -0.497845, 0.282577], [2.228066, -1.502368, -1.911786], [-3.054094, -1.659087, 0.579188], [-2.232643, -2.280784, -0.857978], [-2.453434, -3.310452, 0.546983], [0.036354, -1.631260, 2.752092], [-1.280451, -2.797673, 2.690788], [-1.637371, -1.071154, 2.692256], [1.738233, -1.537868, 0.900928], [2.667017, -0.141344, 0.363882], [1.689889, -0.043444, 1.825231], [-1.566032, 1.737512, -0.916722], [-0.557991, 1.130200, -2.251483], [-0.482763, 2.813250, -1.758843], [1.251934, 2.272079, 1.494911], [0.257038, 3.382209, 0.563074], [-0.494740, 2.033015, 1.411629], [1.828286, 2.892498, -1.453693], [2.063627, 1.221185, -1.957276], [2.718820, 1.801398, -0.419502], [-0.116044, -2.505202, 0.457931], [0.566832, -2.391442, -3.308910], [-0.637708, -1.472581, -2.507367], [-1.442578, -0.015136, -0.072442]], "forces_ev_per_angstrom": [[0.1436, 1.0017, 0.8050], [0.2974, 0.0052, -0.0243], [0.0484, -0.0969, -0.1767], [0.0041, -0.0797, 0.0743], [0.1941, -0.0937, 0.1997], [0.0639, -0.1464, -0.0680], [-0.1361, -0.2025, 0.1012], [-0.1218, -0.2692, 0.3600], [0.2371, -0.6260, -0.4189], [-0.0903, 0.2864, -0.1659], [-0.2089, -0.4156, -0.4923], [-0.4034, 0.3121, -0.0854], [0.0297, -0.2705, -0.3233], [-0.1238, 0.0979, 0.0496], [-0.0477, -0.0058, -0.1136], [-0.0403, -0.0968, 0.0540], [0.0850, 0.0487, 0.0841], [0.0058, -0.0777, 0.0669], [-0.0677, 0.0517, 0.0175], [-0.0137, -0.0408, 0.0349], [0.0132, 0.0042, -0.0464], [-0.0188, 0.0486, 0.0869], [-0.1475, 0.0009, 0.0033], [-0.0457, -0.1069, -0.1705], [-0.0123, 0.0499, -0.0076], [0.0806, 0.0249, 0.0934], [0.0074, 0.1571, -0.0352], [-0.1130, 0.0145, 0.0591], [-0.0404, 0.1424, -0.0420], [0.0961, 0.0065, -0.1319], [0.1525, -0.0020, 0.0551], [-0.0679, 0.0912, -0.0258], [0.0151, 0.1350, 0.1715], [0.0768, 0.0103, 0.0440], [0.1485, 0.0415, -0.0327]], "nbo_charge": [0.059, -0.612, -0.614, -0.713, -0.612, -0.600, -0.601, -0.049, 0.551, -0.138, -0.678, -0.611, 0.164, 0.220, 0.197, 0.242, 0.217, 0.231, 0.219, 0.236, 0.247, 0.250, 0.204, 0.207, 0.243, 0.219, 0.235, 0.215, 0.233, 0.213, 0.217, 0.197, 0.407, 0.396, 0.408]}

[3]
{"formula": "C4H6BrN2", "method": "the ωB97M-V functional and the def2-TZVPD basis", "charge": 1, "gap_ev": 10.251, "largest_force_ha_per_bohr": 0.104, "smiles": "Cn1cc[n+](Br)c1", "homo_energy_ev": -14.2, "de_lowest_kcal_mol": 35.1, "species": ["C", "N", "C", "C", "N", "Br", "C", "H", "H", "H", "H", "H", "H"], "xyz": [[1.784472, 0.788452, -0.212802], [0.450446, 0.187867, 0.011957], [0.215697, -1.170094, 0.112983], [-1.131642, -1.380009, 0.198383], [-1.759559, -0.193209, 0.067213], [-3.495461, 0.244614, -0.047834], [-0.701862, 0.766423, -0.095988], [2.089435, 1.186765, 0.886833], [2.504915, 0.156347, -0.700997], [1.459025, 1.703719, -0.798848], [1.051361, -1.764111, 0.162784], [-1.705036, -2.320946, 0.485848], [-0.761790, 1.794182, -0.069532]], "forces_ev_per_angstrom": [[-1.6026, 3.5694, 2.8168], [0.0372, -2.7035, -1.1544], [-1.2482, 1.0871, 0.4972], [-0.4435, -2.5906, 0.7875], [4.2867, 3.1783, -0.5152], [-0.9671, 0.0130, 0.0554], [-2.7016, -1.9216, 0.9682], [-0.1043, -1.0857, -2.7997], [-0.0821, -0.2953, -0.0524], [1.4038, -0.9785, 0.4122], [1.3221, -1.7498, 0.1968], [0.9836, 1.4525, -0.8458], [-0.8840, 2.0247, -0.3666]], "nbo_charge": [-0.416, -0.254, -0.064, -0.018, -0.422, 0.414, 0.246, 0.253, 0.259, 0.237, 0.246, 0.281, 0.237]}

[4]
{"formula": "CH7NS2", "method": "the ωB97M-V functional and the def2-TZVPD basis", "gap_ev": 8.542, "largest_force_ha_per_bohr": 0.050, "smiles": "CN.SS", "homo_energy_ev": -8.4, "de_lowest_kcal_mol": 37.7, "species": ["C", "N", "H", "H", "H", "H", "H", "S", "S", "H", "H"], "xyz": [[1.181530, -0.728250, 0.555249], [1.608288, 0.116453, -0.511161], [0.796804, -0.127544, 1.349789], [0.169402, -1.156889, 0.306122], [2.104404, -1.308238, 1.012408], [1.531518, 1.149213, -0.446979], [1.230583, -0.248842, -1.325721], [-2.340273, -0.158277, 0.486757], [-1.710462, 1.159933, -0.986003], [-3.431373, -0.774783, -0.155285], [-1.140416, 2.077222, -0.285180]], "forces_ev_per_angstrom": [[0.1512, -0.0836, 1.4014], [1.3733, 1.5358, 0.3361], [0.2481, 0.7347, 1.1291], [1.6092, -1.0724, 0.0464], [-2.3641, 0.3057, -1.0301], [-0.2134, -1.5005, 0.1162], [-0.5446, 0.0227, -1.9796], [-0.8754, -0.7889, 0.1458], [-0.8623, -1.2039, -1.9187], [1.1122, 1.1087, 0.3660], [0.3657, 0.9416, 1.3873]], "nbo_charge": [-0.441, -0.863, 0.181, 0.206, 0.190, 0.363, 0.357, -0.159, -0.125, 0.164, 0.127]}

[5]
{"formula": "C4H8O2", "method": "the ωB97M-V functional and the def2-TZVPD basis", "gap_ev": 8.889, "largest_force_ha_per_bohr": 0.045, "smiles": "C=C/C=C/O.O", "homo_energy_ev": -8.3, "de_lowest_kcal_mol": 57.2, "species": ["C", "C", "C", "C", "O", "H", "H", "H", "H", "H", "H", "O", "H", "H"], "xyz": [[0.739102, 2.304293, -2.123585], [-0.215962, 1.707632, -1.376915], [0.245368, 0.844837, -0.289646], [-0.682169, 0.383984, 0.579041], [-0.449571, -0.384938, 1.677685], [0.629351, 2.883802, -3.029399], [1.752806, 2.278914, -1.733455], [-1.246822, 1.796214, -1.684474], [1.241507, 0.466632, -0.469654], [-1.603651, 0.956155, 0.608742], [-0.067415, -1.224208, 1.384329], [0.343535, -3.458679, 1.073615], [0.281942, -4.351367, 0.745968], [-0.522967, -3.187678, 1.379816]], "forces_ev_per_angstrom": [[-0.3039, -0.0467, 0.7613], [1.6892, 0.7281, -1.4291], [-1.9175, -0.8347, -0.2102], [1.4882, 1.7549, -0.0118], [-0.3407, -0.8976, -0.2276], [-0.4902, 0.0467, 0.0945], [0.0937, -0.2483, -0.2647], [-0.2482, -0.1451, 0.2860], [0.1591, -0.1323, 0.7205], [-0.3548, -0.4831, 0.0634], [0.3874, 0.2627, 0.1493], [0.4001, 0.7696, 0.1518], [-0.2396, -0.3440, -0.1138], [-0.3229, -0.4302, 0.0304]], "nbo_charge": [-0.395, -0.209, -0.307, 0.151, -0.696, 0.199, 0.180, 0.207, 0.215, 0.165, 0.489, -0.951, 0.483, 0.471]}